No. 1
{"formula": "C36H43ClN6O6Pt", "method": "ωB97M-V/def2-TZVPD", "elements": ["Pt", "C", "O", "C", "C", "C", "C", "C", "C", "N", "C", "N", "C", "C", "C", "C", "C", "C", "O", "C", "N", "C", "C", "C", "C", "C", "C", "O", "C", "H", "H", "H", "H", "H", "H", "H", "H", "H", "H", "H", "H", "H", "H", "H", "H", "H", "H", "H", "H", "H", "H", "C", "C", "C", "C", "Cl", "C", "C", "C", "O", "C", "C", "O", "O", "H", "H", "H", "H", "H", "H", "H", "H", "C", "N", "C", "C", "N", "N", "C", "C", "H", "H", "H", "H", "H", "H", "H", "H", "H", "H", "H", "H", "H"], "xyz": [[0.371740, 0.856215, -0.867327], [-1.756327, -5.165226, 0.751400], [-3.132688, -5.054569, 1.066562], [-3.910295, -3.994586, 0.739691], [-5.267834, -4.217584, 0.988373], [-6.225202, -3.264464, 0.726455], [-5.851958, -2.041145, 0.173674], [-4.520184, -1.804214, -0.079192], [-3.531682, -2.752923, 0.217795], [-2.157796, -2.422728, -0.078374], [-1.597289, -1.214086, 0.047672], [-2.168262, -0.356415, 0.897885], [-1.912595, 1.011384, 1.079345], [-0.984884, 1.694631, 0.319112], [-0.778917, 3.047542, 0.371328], [-1.521170, 3.788976, 1.286231], [-2.415691, 3.142750, 2.107863], [-2.633963, 1.767797, 2.027983], [-3.538889, 1.336174, 2.932021], [-3.992364, 0.002311, 3.135505], [-0.450542, -0.950055, -0.575950], [0.139745, -1.867735, -1.492906], [-0.025370, -1.629117, -2.868605], [0.527154, -2.457953, -3.815131], [1.275084, -3.559330, -3.397147], [1.464431, -3.803003, -2.053311], [0.909385, -2.974231, -1.074577], [1.131370, -3.408682, 0.192474], [0.979326, -2.608884, 1.360425], [-1.455485, -6.143972, 1.112413], [-1.158033, -4.408051, 1.255896], [-1.584994, -5.136074, -0.329813], [-5.535038, -5.188757, 1.382798], [-7.265431, -3.481928, 0.925542], [-6.594658, -1.299847, -0.085152], [-4.228093, -0.882293, -0.569196], [-1.632819, -3.078084, -0.638548], [-2.974978, -0.732147, 1.372022], [-0.065917, 3.532077, -0.272816], [-1.383505, 4.859452, 1.354972], [-2.993565, 3.684651, 2.843882], [-4.663386, 0.059404, 3.986454], [-3.173546, -0.673270, 3.395231], [-4.568354, -0.370618, 2.283169], [-0.636570, -0.784037, -3.157692], [0.369259, -2.268702, -4.867309], [1.709297, -4.230773, -4.125501], [2.044678, -4.650593, -1.713274], [1.604548, -3.076166, 2.117144], [-0.054330, -2.608206, 1.714131], [1.298284, -1.589101, 1.192668], [0.093060, 4.817663, -2.883592], [1.246023, 4.229008, -2.105844], [1.879125, 5.063025, -1.183511], [2.970107, 4.659278, -0.424540], [3.709651, 5.767304, 0.667527], [3.484559, 3.383894, -0.566422], [2.879597, 2.530234, -1.471560], [1.763220, 2.926681, -2.220261], [1.342882, 1.911771, -3.046242], [0.346675, 2.026339, -4.050494], [-1.097305, 1.830993, -3.408253], [-1.998190, 2.193182, -4.109005], [-1.074950, 1.286964, -2.223834], [-0.192283, 5.769327, -2.439221], [-0.790717, 4.186101, -2.894413], [0.377338, 5.024161, -3.915223], [1.509297, 6.073204, -1.061386], [4.355880, 3.082437, -0.001100], [3.308236, 1.563192, -1.698503], [0.443835, 1.174908, -4.719203], [0.317344, 2.968284, -4.584248], [1.057249, 1.070646, 2.572736], [2.452687, 0.862905, 2.224022], [3.396726, 1.618970, 3.050257], [2.839203, 0.267058, 1.088474], [2.076662, 0.197299, -0.012290], [4.063298, -0.297466, 1.057157], [4.690539, -0.629379, -0.218227], [4.639022, -0.969804, 2.224068], [0.953210, 0.944556, 3.650606], [0.431094, 0.335387, 2.076718], [0.713848, 2.072498, 2.310538], [3.070975, 2.659859, 3.089959], [4.394326, 1.586975, 2.625323], [3.423875, 1.230930, 4.068567], [2.461758, -0.454263, -0.689541], [4.274732, -1.540290, -0.664440], [5.750196, -0.799193, -0.045651], [4.591485, 0.196981, -0.920214], [3.988092, -0.868580, 3.085882], [5.617035, -0.555624, 2.467373], [4.758906, -2.031227, 2.001713]], "forces_ev_per_angstrom": [[-0.49, -0.24, -1.92], [-0.01, 0.02, -0.05], [-0.03, 0.07, 0.06], [0.16, -0.03, 0.13], [-0.09, -0.04, -0.03], [0.05, -0.01, -0.02], [-0.03, -0.04, 0.04], [0.03, -0.01, -0.27], [0.01, 0.11, 0.12], [0.05, -0.25, -0.36], [-0.01, 0.17, 0.23], [0.05, -0.17, 0.14], [-0.20, 0.04, -0.03], [0.44, 0.52, 0.51], [-0.21, 0.12, 0.17], [0.02, -0.10, 0.00], [0.02, 0.13, 0.02], [0.01, -0.05, 0.04], [-0.09, -0.01, -0.03], [0.04, -0.01, 0.01], [0.44, 0.43, -0.39], [0.22, -0.24, 0.00], [-0.14, -0.01, 0.03], [0.06, -0.09, -0.02], [0.00, 0.07, 0.03], [-0.01, -0.03, -0.03], [-0.05, 0.12, 0.16], [-0.01, 0.02, -0.07], [-0.09, -0.04, 0.04], [0.00, -0.01, -0.01], [0.00, 0.00, 0.01], [-0.02, 0.00, 0.00], [-0.01, 0.02, 0.03], [0.00, 0.00, 0.01], [0.01, 0.01, 0.01], [-0.01, -0.01, 0.00], [-0.07, 0.06, -0.11], [-0.03, -0.01, -0.06], [0.17, 0.10, -0.06], [-0.02, -0.01, -0.01], [-0.01, 0.00, -0.02], [-0.01, 0.01, 0.01], [0.02, 0.01, 0.00], [-0.01, 0.01, -0.01], [-0.01, -0.06, -0.01], [-0.01, 0.01, 0.00], [0.02, 0.01, 0.00], [-0.02, -0.02, 0.00], [-0.02, -0.03, 0.00], [-0.02, -0.02, -0.01], [0.03, 0.00, 0.01], [0.05, -0.01, 0.01], [0.06, 0.21, 0.07], [-0.04, -0.05, -0.07], [-0.02, -0.01, 0.00], [-0.04, -0.02, 0.03], [-0.08, -0.07, 0.05], [0.04, 0.29, -0.09], [0.03, 0.18, 0.23], [0.44, -0.70, -0.65], [-1.86, -0.27, 1.11], [3.12, 1.13, -1.87], [-0.96, -0.62, 1.02], [-1.59, -0.48, 1.44], [0.02, -0.02, 0.01], [-0.06, -0.01, -0.01], [-0.01, -0.01, -0.02], [0.01, -0.01, -0.01], [0.04, -0.01, -0.04], [-0.06, 0.18, -0.02], [0.47, 0.12, -0.16], [0.41, -0.06, -0.07], [-0.01, 0.00, 0.05], [-0.11, 0.12, -0.05], [0.02, 0.01, 0.06], [-0.08, 0.09, -0.23], [-0.10, -0.19, 0.94], [0.16, 0.03, -0.22], [-0.02, -0.03, 0.03], [0.03, 0.02, 0.05], [0.01, -0.03, 0.00], [0.03, -0.04, 0.04], [0.03, 0.00, 0.00], [-0.03, 0.00, -0.02], [0.00, 0.00, -0.01], [0.01, -0.04, -0.01], [-0.10, -0.18, 0.14], [0.02, -0.03, 0.03], [0.01, 0.02, -0.01], [0.06, -0.05, 0.03], [-0.02, -0.02, -0.02], [0.00, 0.02, 0.00], [-0.01, 0.00, -0.03]], "lowdin_charge": [1.51, -0.04, -0.05, -0.20, 0.02, -0.04, -0.07, -0.05, -0.14, 0.18, -0.33, 0.18, -0.14, -0.21, -0.09, -0.03, 0.03, -0.19, -0.04, -0.03, -0.01, -0.23, -0.01, -0.04, -0.03, 0.02, -0.23, -0.06, -0.04, 0.11, 0.07, 0.10, 0.14, 0.12, 0.12, 0.13, 0.13, 0.09, 0.08, 0.13, 0.14, 0.11, 0.11, 0.09, 0.11, 0.12, 0.12, 0.13, 0.11, 0.08, 0.05, 0.00, -0.19, -0.05, -0.65, 0.74, -0.09, -0.04, -0.26, -0.12, -0.05, -0.60, 0.14, -0.18, 0.10, 0.08, 0.11, 0.13, 0.11, 0.10, 0.14, 0.13, -0.02, -0.12, -0.01, -0.42, -0.03, -0.13, -0.01, -0.02, 0.11, 0.06, 0.09, 0.10, 0.09, 0.10, 0.07, 0.10, 0.11, 0.08, 0.09, 0.11, 0.10], "lumo_ev": -7.60, "energy_ev": -75007.0947, "charge": 2, "relative_energy_kj_mol": 202.9, "gap_ha": 0.21191}


No. 2
{"formula": "C2H4N2O2", "method": "ωB97M-V/def2-TZVPD", "elements": ["C", "C", "H", "H", "H", "H", "N", "N", "O", "O"], "xyz": [[-0.298017, -1.175746, 0.160959], [0.088249, 1.297249, -0.102792], [2.042505, -1.140616, -0.638327], [2.227359, -0.504752, 0.832615], [0.221457, -2.102769, 0.564845], [0.753163, 2.139721, -0.116300], [1.868989, -0.165617, -0.107934], [0.517359, -0.016469, 0.034395], [-1.493095, -1.281562, -0.162540], [-1.093194, 1.550811, 0.102907]], "forces_ev_per_angstrom": [[-3.34, -0.49, -0.87], [-4.30, -0.18, 1.95], [-0.43, 3.00, 0.79], [-0.16, 1.03, -1.06], [0.10, 1.19, -0.37], [1.40, -0.22, -0.64], [2.99, -4.82, 0.49], [-1.10, -0.14, -0.52], [3.57, 0.65, 1.02], [1.28, -0.02, -0.80]], "nbo_charge": [0.51, 0.50, 0.35, 0.34, 0.13, 0.16, -0.61, -0.36, -0.50, -0.53], "lumo_ev": 0.32, "energy_ev": -9212.0530, "smiles": "NN(C=O)C=O", "charge": 0, "relative_energy_kj_mol": 305.8, "gap_ha": 0.38047}